[1]
DFT (ωB97M-V/def2-TZVPD) results for a molecular structure, C36H52O9S3Sr.

```
101
Properties=species:S:1:pos:R:3:lowdin_charge:R:1
Sr -0.707 -0.247 -0.165 1.54
C -2.708 -2.807 -2.079 -0.17
C -1.453 -3.511 -1.631 -0.15
O -0.967 -2.976 -0.402 -0.21
C -1.412 -3.692 0.748 -0.16
C -0.910 -2.943 1.959 -0.15
O -1.366 -1.594 1.966 -0.24
C -2.619 -1.307 2.582 -0.14
C -3.704 -1.095 1.543 -0.14
O -3.238 -0.153 0.576 -0.23
C -4.015 1.027 0.376 -0.15
C -3.083 2.199 0.162 -0.16
O -2.093 1.868 -0.809 -0.25
C -1.886 2.790 -1.880 -0.14
C -2.604 2.318 -3.118 -0.16
O -1.975 1.119 -3.540 -0.17
C -2.846 0.152 -4.098 -0.17
C -3.424 -0.753 -3.034 -0.15
O -2.363 -1.469 -2.402 -0.17
H -3.473 -2.830 -1.291 0.13
H -3.112 -3.319 -2.959 0.14
H -0.672 -3.354 -2.377 0.13
H -1.632 -4.584 -1.535 0.14
H -0.997 -4.705 0.743 0.15
H -2.504 -3.769 0.752 0.13
H 0.178 -2.878 1.911 0.12
H -1.193 -3.456 2.880 0.14
H -2.475 -0.389 3.156 0.13
H -2.907 -2.108 3.268 0.14
H -4.611 -0.735 2.033 0.14
H -3.948 -2.027 1.026 0.12
H -4.633 1.234 1.254 0.14
H -4.676 0.885 -0.483 0.13
H -2.564 2.439 1.093 0.11
H -3.672 3.063 -0.154 0.14
H -0.813 2.821 -2.077 0.13
H -2.216 3.791 -1.594 0.14
H -2.542 3.078 -3.904 0.14
H -3.662 2.146 -2.888 0.14
H -2.249 -0.448 -4.786 0.13
H -3.652 0.627 -4.665 0.14
H -4.123 -1.452 -3.501 0.14
H -3.972 -0.176 -2.282 0.12
O 0.634 -0.217 -2.236 -0.67
S 0.651 -0.293 -3.749 1.02
C 2.059 -1.357 -4.173 -0.29
C 3.371 -1.064 -3.440 -0.21
C 3.770 -2.154 -2.441 -0.22
C 2.810 -2.314 -1.270 -0.30
S 2.840 -0.849 -0.204 1.01
O 1.565 -0.930 0.613 -0.66
C 4.162 -1.311 0.890 -0.39
C 3.915 -2.148 1.969 -0.07
C 4.969 -2.498 2.798 -0.06
C 6.248 -2.016 2.541 -0.05
C 6.479 -1.172 1.465 -0.06
C 5.428 -0.804 0.636 -0.08
C 1.311 1.267 -4.295 -0.39
C 1.197 1.590 -5.640 -0.07
C 1.697 2.804 -6.084 -0.05
C 2.285 3.684 -5.184 -0.06
C 2.375 3.355 -3.838 -0.06
C 1.885 2.138 -3.383 -0.09
H 2.149 -1.242 -5.255 0.10
H 1.699 -2.373 -3.991 0.09
H 3.313 -0.096 -2.937 0.09
H 4.167 -0.971 -4.178 0.13
H 4.774 -1.947 -2.061 0.11
H 3.843 -3.113 -2.960 0.13
H 3.040 -3.186 -0.660 0.11
H 1.767 -2.364 -1.588 0.07
H 2.909 -2.500 2.158 0.11
H 4.796 -3.148 3.645 0.11
H 7.067 -2.294 3.190 0.12
H 7.473 -0.788 1.277 0.12
H 5.589 -0.123 -0.192 0.11
H 0.716 0.906 -6.330 0.12
H 1.619 3.069 -7.130 0.12
H 2.670 4.632 -5.532 0.12
H 2.832 4.046 -3.142 0.11
H 1.944 1.863 -2.337 0.10
C -2.360 2.001 7.959 -0.03
C -1.610 1.854 6.666 -0.25
C -2.086 2.436 5.490 -0.02
C -1.395 2.307 4.297 -0.08
C -0.214 1.579 4.276 -0.41
C 0.273 0.975 5.426 -0.07
C -0.424 1.125 6.615 -0.02
S 0.720 1.403 2.776 0.97
C 1.429 3.049 2.716 -0.21
O -0.290 1.390 1.643 -0.66
H -3.166 2.727 7.872 0.08
H -1.693 2.323 8.759 0.09
H -2.794 1.048 8.264 0.09
H -3.004 3.010 5.517 0.12
H -1.763 2.769 3.389 0.10
H 1.189 0.398 5.393 0.11
H -0.042 0.665 7.518 0.13
H 0.623 3.781 2.711 0.07
H 2.021 3.115 1.805 0.06
H 2.064 3.181 3.591 0.07
```

Values from the calculation:
gap between HOMO and LUMO	9.85	eV
HOMO energy	-13.429	eV
E_LUMO	-0.131	Eh
charge	+2

---

[2]
DFT (ωB97M-V/def2-TZVPD) results for a molecular structure, C36H53BBaF2N7O5S5.

```
110
Properties=species:S:1:pos:R:3:lowdin_charge:R:1
Ba 0.956 0.081 -0.728 1.61
C 1.789 4.350 -0.374 -0.09
N 2.681 3.288 -0.920 -0.14
C 3.089 3.335 -2.330 -0.13
C 2.317 2.467 -3.277 -0.22
C 2.193 3.058 -4.523 -0.03
C 1.419 2.493 -5.523 -0.03
C 0.774 1.298 -5.257 -0.04
C 0.910 0.775 -3.971 -0.19
N 1.744 1.227 -3.012 -0.07
C 3.813 2.938 -0.076 -0.17
C 3.530 2.249 1.184 -0.29
C 4.528 2.369 2.148 -0.01
C 4.433 1.587 3.308 -0.04
C 3.287 0.858 3.554 -0.05
C 2.278 0.923 2.607 -0.15
N 2.437 1.447 1.394 -0.01
C 0.461 4.347 -1.123 -0.29
C 0.139 5.262 -2.134 -0.03
C -1.135 5.248 -2.687 -0.06
C -2.105 4.364 -2.200 -0.04
C -1.693 3.433 -1.227 -0.10
N -0.446 3.489 -0.665 0.09
H 2.245 5.341 -0.428 0.13
H 1.497 4.149 0.660 0.13
H 4.141 3.017 -2.378 0.13
H 3.016 4.329 -2.767 0.12
H 2.661 4.017 -4.716 0.12
H 1.275 3.069 -6.444 0.13
H 0.121 0.814 -6.009 0.12
H 0.259 -0.049 -3.697 0.04
H 4.378 3.826 0.218 0.13
H 4.544 2.349 -0.691 0.14
H 5.336 3.052 1.992 0.11
H 5.317 1.473 3.953 0.12
H 3.196 0.279 4.466 0.12
H 1.271 0.530 2.826 0.10
H 0.850 6.039 -2.425 0.12
H -1.381 5.943 -3.490 0.11
H -3.130 4.369 -2.583 0.11
H -2.293 2.606 -0.829 0.08
C -0.160 -2.459 -5.295 -0.56
C 0.994 -2.953 -4.458 -0.54
S 0.975 -2.611 -2.703 0.78
C 0.359 -4.089 -1.867 -0.48
C -1.112 -4.516 -2.121 -0.52
S -2.416 -3.361 -1.651 0.85
C -2.534 -2.218 -3.044 -0.57
C -2.781 -2.759 -4.431 -0.53
S -1.501 -3.637 -5.368 0.90
H 0.200 -2.418 -6.312 0.07
H -0.502 -1.430 -5.064 0.06
H 1.909 -2.477 -4.790 0.06
H 1.141 -4.034 -4.647 0.10
H 0.517 -3.925 -0.800 0.05
H 1.001 -4.960 -2.055 0.09
H -1.271 -5.355 -1.446 0.08
H -1.274 -4.792 -3.173 0.02
H -1.586 -1.625 -3.079 0.02
H -3.340 -1.527 -2.747 0.07
H -3.073 -1.959 -5.111 0.07
H -3.594 -3.489 -4.398 0.08
F 0.745 -4.257 1.787 0.00
B -0.394 -3.635 2.239 -0.61
F -1.705 -3.960 2.099 0.02
C -6.576 -0.616 7.593 -0.11
C -5.747 -0.122 6.415 -0.30
S -6.688 -0.284 4.897 0.67
O -6.863 -1.729 4.609 -0.32
O -7.824 0.611 4.978 -0.32
C -5.620 0.401 3.667 -0.22
C -4.360 -0.431 3.598 -0.15
N -3.351 0.122 2.690 0.07
C -3.390 0.152 1.348 -0.30
N -2.243 0.659 0.825 0.09
C -1.464 1.045 1.876 -0.06
C -2.125 0.681 3.055 -0.17
N -1.699 0.854 4.319 -0.28
O -2.532 0.657 5.277 0.02
O -0.514 1.229 4.508 0.05
C -4.516 -0.430 0.536 0.01
H -6.215 -0.151 8.523 0.09
H -6.516 -1.701 7.696 0.08
H -7.628 -0.383 7.445 0.07
H -4.821 -0.687 6.301 0.09
H -5.517 0.953 6.558 0.12
H -5.405 1.417 4.034 0.12
H -6.175 0.477 2.690 0.12
H -4.541 -1.479 3.285 0.15
H -3.802 -0.527 4.526 0.09
H -0.586 1.638 1.776 0.08
H -4.708 -1.520 0.723 0.11
H -4.191 -0.329 -0.520 0.07
H -5.446 0.160 0.688 0.08
C 6.074 -1.874 -1.824 -0.11
C 4.804 -2.328 -1.107 -0.38
S 3.944 -1.322 0.170 0.95
O 2.422 -1.670 -0.053 -0.93
C 4.120 -2.428 1.653 -0.34
C 5.490 -3.019 1.970 -0.12
H 6.452 -2.683 -2.438 0.08
H 6.859 -1.632 -1.149 0.06
H 5.824 -1.014 -2.483 0.08
H 5.030 -3.299 -0.611 0.09
H 4.034 -2.562 -1.846 0.07
H 3.302 -3.148 1.633 0.09
H 3.916 -1.754 2.537 0.09
H 6.127 -2.213 2.346 0.08
H 5.974 -3.554 1.145 0.07
H 5.390 -3.759 2.751 0.08
```

Values from the calculation:
gap between HOMO and LUMO	3.44	eV
HOMO energy	-6.329	eV
E_LUMO	-0.106	Eh
charge	+1

---

[3]
DFT (ωB97M-V/def2-TZVPD) results for a molecular structure, C36H53CoN4OP2.

```
97
Properties=species:S:1:pos:R:3:mulliken_spin:R:1
C -1.358 -1.562 -2.350 -0.02
C 0.657 -2.612 -1.603 0.06
C -1.582 -2.579 -3.269 0.18
C 0.372 -3.717 -2.440 0.18
C -0.727 -3.686 -3.276 -0.06
H -2.444 -2.490 -3.924 0.00
H 1.075 -4.546 -2.420 0.00
H -0.931 -4.516 -3.947 0.00
N -0.279 -1.593 -1.543 0.08
P -2.364 0.057 -0.373 -0.04
P 2.278 -0.872 -0.165 -0.07
C -2.325 -0.388 -2.168 -0.02
H -1.986 0.486 -2.744 0.00
H -3.328 -0.630 -2.539 -0.01
C 0.466 1.064 0.844 -0.07
O 0.734 2.064 1.386 -0.02
C 1.833 -2.462 -0.813 0.54
H 2.551 -3.287 -0.809 -0.11
C 3.402 -0.111 -1.528 0.11
C 3.376 -1.226 1.369 0.07
C -3.254 1.741 -0.304 0.04
C -3.602 -1.326 0.200 0.03
C 3.493 1.403 -1.260 0.02
H 4.126 1.625 -0.390 0.00
H 3.945 1.888 -2.138 0.00
H 2.511 1.860 -1.099 0.00
C 4.815 -0.712 -1.557 0.01
H 5.406 -0.471 -0.665 0.00
H 4.790 -1.800 -1.707 0.00
H 5.349 -0.280 -2.419 0.00
C 2.781 -0.390 -2.908 0.04
H 3.259 0.266 -3.652 0.00
H 2.945 -1.432 -3.216 0.00
H 1.708 -0.190 -2.940 -0.02
C 4.103 0.065 1.788 0.01
H 3.395 0.901 1.891 0.00
H 4.553 -0.099 2.780 0.00
H 4.911 0.360 1.106 0.00
C 2.516 -1.665 2.554 0.01
H 1.787 -0.901 2.845 0.00
H 1.981 -2.597 2.337 0.01
H 3.180 -1.855 3.415 0.00
C 4.348 -2.388 1.122 -0.01
H 5.085 -2.208 0.337 0.00
H 4.906 -2.568 2.054 0.00
H 3.810 -3.313 0.882 0.00
C -4.022 -1.018 1.643 0.03
H -4.497 -1.915 2.071 0.00
H -3.161 -0.779 2.276 -0.01
H -4.751 -0.198 1.715 0.00
C -2.844 -2.660 0.156 0.00
H -2.751 -3.045 -0.870 0.00
H -1.839 -2.560 0.567 -0.01
H -3.383 -3.404 0.765 0.00
C -4.857 -1.537 -0.670 0.00
H -5.427 -2.362 -0.213 0.00
H -5.525 -0.673 -0.717 0.00
H -4.612 -1.851 -1.693 0.00
C -2.539 2.754 -1.211 0.00
H -2.575 2.466 -2.270 0.00
H -3.054 3.724 -1.116 0.00
H -1.493 2.903 -0.923 0.00
C -3.195 2.250 1.146 0.01
H -2.160 2.334 1.505 0.00
H -3.645 3.254 1.179 0.00
H -3.756 1.609 1.839 0.00
C -4.717 1.662 -0.761 0.00
H -4.818 1.231 -1.766 0.00
H -5.354 1.122 -0.050 0.00
H -5.110 2.690 -0.812 0.00
Co 0.002 -0.160 -0.289 1.95
N 0.190 1.246 -1.660 0.10
C 0.368 1.855 -2.654 -0.07
C 0.531 2.598 -3.835 0.00
C 0.340 3.999 -3.824 -0.01
C 0.875 1.940 -5.040 -0.01
C 0.496 4.724 -5.005 0.00
H 0.073 4.492 -2.884 0.00
C 1.038 2.682 -6.208 0.00
H 1.003 0.853 -5.036 0.00
C 0.847 4.070 -6.194 -0.01
H 0.346 5.806 -4.995 0.00
H 1.316 2.171 -7.133 0.00
H 0.973 4.644 -7.114 0.00
N -0.129 -3.508 1.653 0.00
C -0.492 -2.550 2.552 0.00
C -0.800 -2.914 3.885 0.00
C -1.157 -1.916 4.788 0.00
C -1.245 -0.599 4.334 0.00
C -0.962 -0.323 3.003 0.01
N -0.566 -1.266 2.126 0.05
H 0.301 -3.288 0.752 0.02
H -0.054 -4.471 1.963 0.00
H -0.716 -3.974 4.160 0.00
H -1.383 -2.149 5.830 0.00
H -1.527 0.235 4.979 0.00
H -1.083 0.686 2.625 -0.01
```

Values from the calculation:
gap between HOMO and LUMO (alpha / beta)	6.02 / 6.27	eV
HOMO energy (alpha / beta)	-8.509 / -10.562	eV
multiplicity	4
E_LUMO (alpha / beta)	-0.091 / -0.158	Eh
charge	+1